[1]
2 unconnected molecules or ions with the total composition C9H14 at a distorted geometry. Source: OMol25; level of theory: ωB97M-V with the def2-TZVPD basis set.

Values from the calculation:
structure (SMILES) = Cc1ccccc1.CC
highest occupied orbital energy = -8.81 eV
spin multiplicity = 1
LUMO energy = 0.998 eV

Each line ends with the Löwdin charge.
Element x y z (Å)
C -0.479 0.581 -1.077  -0.049
C -3.418 0.272 1.233  -0.102
C -3.013 -0.806 2.042  -0.102
C -2.673 0.586 0.130  -0.079
C -1.418 0.012 -0.020  -0.262
C -1.935 -1.626 1.669  -0.105
C -1.065 -1.127 0.749  -0.067
H -4.418 0.656 1.538  0.113
H -3.686 -1.007 2.898  0.103
H -3.089 1.194 -0.673  0.116
H -1.602 -2.505 2.266  0.114
H -0.040 1.431 -0.567  0.069
H -0.946 0.741 -2.026  0.072
H -0.129 -1.639 0.477  0.113
H 0.462 0.007 -1.218  0.065
C 3.533 -0.350 -1.048  -0.181
C 3.338 1.148 -0.827  -0.175
H 3.273 -0.989 -0.207  0.055
H 2.937 -0.820 -1.826  0.052
H 4.620 -0.509 -1.209  0.071
H 3.469 1.812 -1.714  0.073
H 4.003 1.449 -0.037  0.050
H 2.278 1.486 -0.553  0.058

Atoms 1-2, force components in eV/Å:
1.2 -1.1 1.6
-1.1 -1.5 1.6

---

[2]
A molecular structure, C2H7NOS at a distorted geometry. Source: OMol25; level of theory: ωB97M-V with the def2-TZVPD basis set.

Values from the calculation:
highest occupied orbital energy (alpha / beta) = -9.09 / -9.09 eV
spin multiplicity = 1
LUMO energy (alpha / beta) = -0.980 / -0.980 eV

Each line ends with the Löwdin charge.
Element x y z (Å)
C -1.740 -0.378 -0.264  -0.145
C 2.040 -0.166 -0.128  -0.402
N -1.475 0.847 0.537  -0.503
O 1.419 0.263 0.966  -0.358
S -0.119 1.634 0.087  0.931
H -2.534 -0.938 0.164  0.071
H -1.970 -0.016 -1.244  0.065
H -0.783 -0.880 -0.298  0.057
H 1.941 -1.286 -0.160  0.076
H 3.247 0.054 -0.166  0.117
H 1.610 0.203 -1.025  0.000
H -1.636 0.663 1.531  0.089

Atoms 1-2, force components in eV/Å:
1.1 1.4 0.2
4.0 -2.3 -1.1

---

[3]
A molecular structure, C30H37F2N2OSi3W. Source: OMol25; level of theory: ωB97M-V with the def2-TZVPD basis set.

Values from the calculation:
highest occupied orbital energy (alpha / beta) = -10.60 / -11.52 eV
net charge = +1
spin multiplicity = 3
LUMO energy (alpha / beta) = -4.170 / -4.029 eV

Each line ends with the Löwdin spin population.
Element x y z (Å)
W -0.495 0.251 0.649  1.574
C -1.026 0.222 3.969  0.002
O -0.126 0.399 2.867  0.037
Si 1.490 -0.199 2.802  0.009
C 1.429 -1.904 3.521  0.002
C 2.505 0.879 3.904  0.002
C 1.594 -0.024 0.961  0.011
Si 2.334 1.641 0.375  0.009
C 2.467 1.878 -1.466  0.001
C 3.996 2.067 1.088  0.002
C 0.998 2.850 0.897  0.016
Si 2.467 -1.517 0.110  0.002
C 2.742 -1.275 -1.715  0.000
C 4.151 -1.678 0.913  -0.001
C 1.551 -3.132 0.235  0.003
H -0.657 0.783 4.827  0.000
H -1.115 -0.835 4.219  0.001
H -2.003 0.601 3.676  0.000
H 1.403 -1.834 4.611  0.000
H 2.306 -2.494 3.259  0.000
H 0.546 -2.456 3.198  0.001
H 2.160 0.743 4.933  0.000
H 2.430 1.937 3.659  0.000
H 3.559 0.594 3.881  0.000
H 3.382 1.473 -1.894  0.000
H 2.488 2.960 -1.629  0.000
H 1.615 1.472 -2.009  0.000
H 4.755 1.379 0.710  0.000
H 4.052 2.066 2.171  0.000
H 4.267 3.066 0.736  0.000
H 0.069 2.591 0.353  0.007
H 1.200 3.875 0.578  0.002
H 0.791 2.842 1.968  0.002
H 3.530 -0.563 -1.950  0.000
H 1.832 -0.981 -2.238  0.000
H 3.054 -2.245 -2.111  0.000
H 4.790 -0.842 0.622  0.000
H 4.642 -2.593 0.573  0.000
H 4.129 -1.709 2.003  0.000
H 0.605 -3.088 -0.309  0.001
H 1.364 -3.482 1.248  0.000
H 2.163 -3.889 -0.261  0.000
F -2.726 -4.728 1.482  -0.003
C -2.875 -3.422 1.257  0.001
C -1.749 -2.615 1.252  0.037
C -1.900 -1.256 1.027  0.001
C -3.194 -0.710 0.844  0.025
C -4.277 -1.586 0.818  0.000
F -5.523 -1.127 0.625  -0.003
C -4.146 -2.943 1.023  0.033
C -3.334 0.761 0.854  0.014
C -4.513 1.470 0.630  0.002
C -4.553 2.827 0.886  0.015
C -3.421 3.480 1.353  0.002
C -2.257 2.756 1.460  0.017
N -2.204 1.439 1.192  0.011
H -0.787 -3.080 1.392  0.002
H -5.009 -3.593 1.014  0.002
H -5.391 0.952 0.288  0.000
H -5.474 3.372 0.731  0.001
H -3.423 4.531 1.601  0.000
H -1.331 3.219 1.756  0.001
N -1.419 -0.105 -9.346  0.008
C -1.326 -0.067 -8.202  0.002
C -1.210 -0.019 -6.766  0.016
C -0.015 0.395 -6.185  -0.004
C 0.092 0.447 -4.808  0.018
C -0.992 0.076 -4.008  0.010
C -2.186 -0.342 -4.598  0.018
C -2.296 -0.386 -5.975  -0.004
C -0.869 0.129 -2.584  0.105
C -0.725 0.178 -1.371  -0.009
H 0.819 0.679 -6.812  -0.001
H 1.013 0.774 -4.344  0.001
H -3.020 -0.631 -3.974  0.001
H -3.217 -0.704 -6.443  -0.001

Atoms 1-2, force components in eV/Å:
0.5 -0.3 0.0
0.0 0.0 -0.1

---

[4]
3 unconnected molecules or ions with the total composition C34H73BrO9P3 at a distorted geometry. Source: OMol25; level of theory: ωB97M-V with the def2-TZVPD basis set.

Values from the calculation:
highest occupied orbital energy = -3.81 eV
net charge = -1
spin multiplicity = 1
LUMO energy = 1.569 eV

Each line ends with the Löwdin charge.
Element x y z (Å)
C -0.864 -3.915 2.367  0.080
C -0.508 -2.954 1.729  -0.140
C 0.030 -1.777 1.044  -0.257
C -0.903 -0.568 1.141  -0.305
C -0.395 0.667 0.380  -0.321
P -1.237 1.151 -1.303  0.491
Br -1.572 -1.193 -1.971  0.382
C 0.482 1.039 -2.194  -0.378
C 1.431 2.220 -1.917  -0.262
C 2.757 1.826 -1.225  -0.231
C 3.922 1.715 -2.224  -0.213
C 5.088 0.947 -1.570  -0.217
C 5.041 -0.543 -1.903  -0.211
C 6.090 -1.336 -1.109  -0.207
C 7.336 -1.669 -1.946  -0.236
C 7.139 -2.904 -2.827  -0.263
C 7.090 -4.227 -2.035  -0.112
C -2.963 1.307 -0.452  -0.321
C -4.159 0.563 -1.049  -0.263
C -4.609 -0.717 -0.327  -0.396
C -5.982 -1.068 -0.956  -0.085
C -4.854 -0.529 1.164  -0.183
C -5.324 -1.827 1.870  -0.187
C -4.473 -3.061 1.676  -0.082
C -4.738 -4.169 0.892  -0.312
C -4.609 -4.222 -0.612  -0.058
C -5.154 -5.463 1.580  -0.070
C -2.001 1.840 -2.973  -0.354
O -2.305 0.886 -3.986  -0.300
C -3.203 1.349 -4.969  -0.289
C -2.480 1.490 -6.326  -0.074
H -1.021 -4.768 2.973  0.006
H 0.994 -1.537 1.496  0.113
H 0.224 -2.047 0.005  0.062
H -1.939 -0.836 0.948  0.060
H -0.884 -0.310 2.209  0.105
H -0.567 1.528 1.030  0.065
H 0.689 0.573 0.297  0.052
H -1.010 2.541 -0.954  0.021
H 0.344 0.971 -3.274  0.055
H 0.991 0.112 -1.927  0.040
H 0.984 3.033 -1.343  0.078
H 1.728 2.659 -2.875  0.092
H 3.012 2.623 -0.522  0.104
H 2.683 0.873 -0.702  0.089
H 3.530 1.120 -3.053  0.108
H 4.237 2.700 -2.563  0.103
H 4.972 1.017 -0.487  0.104
H 6.050 1.364 -1.873  0.108
H 5.184 -0.699 -2.973  0.108
H 4.064 -0.933 -1.610  0.111
H 5.667 -2.288 -0.776  0.098
H 6.400 -0.804 -0.210  0.098
H 7.518 -0.829 -2.617  0.107
H 8.176 -1.837 -1.273  0.093
H 6.250 -2.813 -3.450  0.098
H 7.988 -2.942 -3.512  0.093
H 7.095 -4.073 -0.958  0.063
H 6.210 -4.798 -2.320  0.064
H 7.957 -4.837 -2.286  0.058
H -2.917 1.161 0.626  0.057
H -3.179 2.373 -0.555  0.060
H -4.079 0.353 -2.115  0.080
H -5.031 1.227 -0.950  0.103
H -3.964 -1.566 -0.543  0.061
H -5.894 -1.180 -2.039  0.079
H -6.435 -1.958 -0.531  0.048
H -6.628 -0.198 -0.805  0.070
H -3.935 -0.258 1.686  0.096
H -5.596 0.251 1.335  0.090
H -6.354 -2.036 1.582  0.091
H -5.354 -1.612 2.937  0.102
H -3.554 -3.093 2.268  0.084
H -5.439 -3.712 -1.119  0.062
H -3.692 -3.752 -0.955  0.063
H -4.650 -5.253 -0.958  0.066
H -5.947 -5.216 2.274  0.062
H -4.299 -5.897 2.118  0.074
H -5.515 -6.168 0.835  0.061
H -1.276 2.555 -3.390  0.081
H -2.906 2.412 -2.734  0.068
H -3.710 2.270 -4.682  0.104
H -3.947 0.555 -5.090  0.108
H -2.768 2.431 -6.796  0.057
H -1.406 1.447 -6.171  0.071
H -2.741 0.672 -6.994  0.057
C -9.476 0.237 2.388  -0.084
O -9.288 1.557 2.922  -0.260
P -7.914 1.781 3.736  0.483
O -6.904 0.842 3.257  -0.205
O -8.571 1.322 5.174  -0.243
C -9.845 1.830 5.571  -0.133
O -7.084 3.012 4.379  -0.196
C -7.756 4.172 4.901  -0.098
H -10.517 0.187 2.074  0.090
H -8.834 0.073 1.526  0.087
H -9.282 -0.515 3.151  0.094
H -10.613 1.077 5.389  0.086
H -10.118 2.740 5.036  0.070
H -9.805 2.050 6.637  0.087
H -8.063 3.988 5.931  0.086
H -8.623 4.448 4.303  0.084
H -7.049 4.998 4.883  0.089
C 11.492 -0.471 0.486  -0.093
O 10.947 0.447 1.442  -0.261
P 9.719 1.353 0.914  0.476
O 9.020 0.653 -0.162  -0.216
O 10.705 2.543 0.354  -0.242
C 11.780 3.022 1.166  -0.130
O 8.631 2.378 1.526  -0.196
C 8.938 3.207 2.663  -0.093
H 12.426 -0.830 0.912  0.090
H 10.822 -1.313 0.334  0.086
H 11.685 0.032 -0.460  0.093
H 12.718 2.580 0.830  0.086
H 11.644 2.786 2.222  0.071
H 11.832 4.104 1.054  0.088
H 9.441 4.116 2.331  0.087
H 9.559 2.689 3.393  0.085
H 7.998 3.474 3.138  0.091

Atoms 1-2, force components in eV/Å:
0.5 0.6 -0.4
0.1 -0.5 0.5

---

[5]
5 unconnected molecules or ions with the total composition C29H32F4N7S at a distorted geometry. Source: OMol25; level of theory: ωB97M-V with the def2-TZVPD basis set.

Values from the calculation:
highest occupied orbital energy = -11.10 eV
net charge = +1
spin multiplicity = 1
LUMO energy = -5.047 eV

Each line ends with the Löwdin charge.
Element x y z (Å)
C 0.037 0.684 -0.172  -0.159
N 0.871 1.798 -0.778  -0.124
C 2.066 2.112 0.147  -0.170
C 3.350 1.309 -0.527  0.026
C 3.469 -0.297 -0.287  0.067
N 4.587 -1.036 -0.923  0.028
N 5.468 -0.342 -1.676  -0.461
S 6.722 -1.376 -2.422  0.852
C 5.630 1.103 -2.028  0.016
F 6.724 1.657 -2.911  -0.024
C 4.465 2.133 -1.411  0.033
C 4.483 3.747 -1.691  -0.144
C 4.104 4.148 -3.234  -0.065
C 3.328 5.584 -3.408  -0.215
F 1.953 5.286 -3.913  0.008
F 4.087 6.337 -4.474  -0.009
F 3.343 6.453 -2.208  0.022
H -0.881 1.219 0.364  0.101
H 0.617 0.030 0.617  0.072
H -0.415 -0.039 -0.989  0.090
H 1.305 1.451 -1.686  0.103
H 2.194 3.291 0.112  0.124
H 1.844 1.785 1.255  0.104
H 2.646 -0.838 0.381  0.127
H 7.724 -1.625 -1.469  -0.077
H 3.848 4.326 -0.869  0.128
H 5.606 4.116 -1.519  0.148
H 5.128 4.153 -3.840  0.150
H 3.404 3.286 -3.650  0.143
N 3.187 -2.100 2.670  0.053
C 3.558 -2.828 1.594  -0.176
C 3.486 -4.211 1.538  -0.061
C 3.008 -4.891 2.653  -0.066
C 2.620 -4.169 3.777  -0.062
C 2.726 -2.788 3.737  -0.142
H 3.926 -2.252 0.750  0.032
H 3.795 -4.744 0.646  0.106
H 2.939 -5.975 2.646  0.111
H 2.245 -4.670 4.662  0.108
H 2.432 -2.180 4.588  0.104
N 1.294 1.395 3.581  0.038
C 2.253 1.968 4.340  -0.151
C 2.098 2.263 5.685  -0.068
C 0.884 1.954 6.290  -0.067
C -0.124 1.365 5.534  -0.066
C 0.127 1.105 4.197  -0.146
H 3.181 2.193 3.821  0.099
H 2.904 2.722 6.247  0.106
H 0.725 2.172 7.343  0.111
H -1.081 1.113 5.977  0.107
H -0.626 0.643 3.566  0.098
N -3.028 -0.380 -0.946  0.040
C -3.988 -0.283 -1.892  -0.138
C -5.345 -0.245 -1.612  -0.089
C -5.745 -0.314 -0.282  -0.077
C -4.780 -0.417 0.715  -0.074
C -3.447 -0.444 0.337  -0.167
H -3.626 -0.234 -2.915  0.103
H -6.072 -0.163 -2.412  0.080
H -6.800 -0.289 -0.024  0.111
H -5.059 -0.474 1.761  0.101
H -2.657 -0.520 1.078  0.088
N -7.688 -1.766 -2.984  0.047
C -7.336 -2.918 -2.372  -0.144
C -7.940 -4.140 -2.622  -0.071
C -8.972 -4.185 -3.554  -0.075
C -9.359 -3.015 -4.199  -0.072
C -8.692 -1.842 -3.884  -0.140
H -6.527 -2.831 -1.652  0.095
H -7.614 -5.034 -2.104  0.103
H -9.471 -5.124 -3.775  0.108
H -10.161 -3.017 -4.929  0.104
H -8.955 -0.903 -4.363  0.105

Atoms 1-2, force components in eV/Å:
-1.4 -0.5 0.2
1.9 -1.8 0.4

---

[6]
C18H21NO5 in the gas phase. Source: OMol25; level of theory: ωB97M-V with the def2-TZVPD basis set.

Values from the calculation:
structure (SMILES) = CCOc1ccccc1NC=C1C(=O)OC2(CCCCC2)OC1=O
highest occupied orbital energy = -8.18 eV
spin multiplicity = 1
LUMO energy = 0.094 eV

Each line ends with the Löwdin charge.
Element x y z (Å)
C -3.101 -3.523 -0.638  -0.057
C -4.067 -2.382 -0.362  -0.248
O -3.297 -1.199 -0.271  -0.053
C -3.910 -0.008 -0.052  -0.200
C -5.271 0.174 0.138  -0.016
C -5.781 1.445 0.358  -0.087
C -4.940 2.541 0.392  -0.092
C -3.578 2.376 0.203  -0.015
C -3.049 1.112 -0.021  -0.146
N -1.699 0.855 -0.225  0.124
C -0.693 1.711 -0.265  0.028
C 0.622 1.345 -0.458  -0.041
C 1.004 -0.035 -0.695  -0.410
O 0.219 -0.955 -0.820  0.106
O 2.325 -0.288 -0.825  0.103
C 3.250 0.667 -0.339  -0.463
C 4.607 0.354 -0.976  -0.079
C 5.127 -1.002 -0.511  -0.181
C 5.229 -1.047 1.010  -0.198
C 3.862 -0.781 1.632  -0.178
C 3.334 0.582 1.194  -0.078
H 3.999 1.379 1.533  0.137
H 2.342 0.764 1.615  0.129
H 3.926 -0.809 2.721  0.113
H 3.162 -1.554 1.311  0.120
H 5.595 -2.024 1.328  0.110
H 5.940 -0.291 1.354  0.116
H 4.441 -1.778 -0.851  0.118
H 6.104 -1.185 -0.961  0.113
H 5.292 1.154 -0.695  0.134
H 4.485 0.369 -2.059  0.132
O 2.911 1.986 -0.720  0.101
C 1.623 2.399 -0.586  -0.440
O 1.374 3.578 -0.629  0.116
H -0.891 2.767 -0.131  0.141
H -1.453 -0.127 -0.396  0.129
H -2.930 3.237 0.228  0.107
H -5.339 3.528 0.564  0.103
H -6.842 1.570 0.504  0.104
H -5.943 -0.669 0.116  0.106
H -4.798 -2.291 -1.177  0.128
H -4.607 -2.553 0.579  0.128
H -3.648 -4.457 -0.734  0.076
H -2.553 -3.329 -1.555  0.082
H -2.385 -3.606 0.174  0.081

Atoms 1-2, force components in eV/Å:
-0.2 0.4 0.1
-0.1 -0.5 -0.1